[1]
# C14H5Cl3F9IrN3OSeSi

A molecular structure, C14H5Cl3F9IrN3OSeSi (the ωB97M-V functional and the def2-TZVPD basis, OMol25).

The geometry in ORCA input format:
```
! wB97M-V def2-TZVPD RIJCOSX def2/J DEFGRID3
* xyz 0 6
Ir 0.29 0.47 1.08
Cl -0.83 1.13 4.48
Si 0.56 0.07 3.38
Cl 0.15 -1.94 3.73
Cl 2.38 0.45 4.25
Se 1.65 -0.99 -0.48
C 3.38 -0.31 -0.40
C 4.31 -0.79 -1.34
C 5.60 -0.31 -1.34
C 5.98 0.65 -0.40
C 5.07 1.12 0.54
C 3.77 0.65 0.54
H 4.00 -1.53 -2.07
H 6.31 -0.67 -2.07
H 7.00 1.02 -0.40
H 5.37 1.86 1.26
H 3.07 1.01 1.27
N -1.65 0.11 0.40
C -2.78 0.13 0.15
C -4.15 0.16 -0.14
C -5.06 -0.46 0.75
N -5.80 -0.96 1.47
C -4.60 0.80 -1.31
N -4.96 1.32 -2.27
F 0.86 5.50 -1.03
C 1.28 4.23 -0.96
F 0.93 3.62 -2.08
F 2.62 4.24 -0.90
C 0.70 3.49 0.29
O 0.93 2.16 0.09
C 1.42 3.99 1.57
F 1.54 5.32 1.62
F 2.65 3.47 1.66
F 0.75 3.60 2.67
C -0.82 3.80 0.40
F -1.08 5.04 0.81
F -1.44 3.61 -0.78
F -1.41 2.96 1.27
*
```

- HOMO energy (spin up / spin down) (Ha) = -0.298 / -0.357
- energy relative to the best compared isomer or geometry (same formula, charge and spin) (kcal per mole) = 0.0
- gap between HOMO and LUMO (spin up / spin down) (eV) = 8.04 / 5.08
- molar mass (g mol⁻¹) = 807.82

Mulliken population analysis, charges in e, atoms 1 to 2: Ir 1.556; Cl -0.268

[2]
# C27H37NO3

2 unconnected molecules or ions with the total composition C27H37NO3 in a non-equilibrium geometry (the ωB97M-V functional and the def2-TZVPD basis, OMol25).

The geometry in ORCA input format:
```
! wB97M-V def2-TZVPD RIJCOSX def2/J DEFGRID3
* xyz 0 1
C -3.77 -1.00 3.36
C -2.71 0.08 3.30
O -1.70 -0.30 2.36
C -0.60 0.52 2.50
N 0.33 0.27 1.54
C 1.59 0.56 1.92
C 2.02 -0.05 3.25
O 2.41 1.21 1.24
O -0.58 1.36 3.40
H -4.61 -0.61 3.93
H -4.10 -1.32 2.36
H -3.41 -1.88 3.90
H -3.14 1.04 2.97
H -2.22 0.20 4.28
H 1.35 -0.88 3.51
H 3.04 -0.45 3.17
H 1.96 0.70 4.04
C -0.22 -4.15 2.02
C 0.20 -3.55 0.72
C 1.44 -2.93 0.65
C 1.85 -2.23 -0.49
C 3.23 -1.65 -0.46
C 0.94 -2.13 -1.57
C 1.16 -1.15 -2.72
C 2.25 -1.63 -3.68
C 1.42 0.32 -2.22
C 0.45 0.73 -1.19
C -0.08 2.01 -0.95
C -1.45 2.11 -0.51
C -2.30 0.88 -0.40
C -2.01 3.35 -0.24
C -1.30 4.53 -0.46
C -1.99 5.85 -0.31
C 0.03 4.45 -0.90
C 0.67 3.23 -1.10
C 2.11 3.22 -1.46
C -0.18 -2.98 -1.60
C -0.94 -3.24 -2.86
C -0.61 -3.59 -0.42
H -1.05 -4.86 1.89
H 0.63 -4.67 2.48
H -0.55 -3.37 2.72
H 2.10 -2.99 1.52
H 3.68 -1.66 -1.45
H 3.26 -0.63 -0.04
H 3.87 -2.27 0.19
H 0.21 -1.10 -3.28
H 2.08 -2.68 -3.96
H 2.26 -1.04 -4.60
H 3.24 -1.54 -3.20
H 2.44 0.41 -1.80
H 1.37 0.99 -3.11
H 0.01 -0.09 -0.63
H -3.36 1.15 -0.34
H -2.12 0.22 -1.26
H -2.05 0.31 0.50
H -3.05 3.42 0.08
H -1.29 6.67 -0.46
H -2.80 5.96 -1.05
H -2.45 5.93 0.68
H 0.58 5.37 -1.11
H 2.50 4.25 -1.45
H 2.69 2.63 -0.74
H 2.27 2.81 -2.47
H -1.55 -4.14 -2.73
H -1.62 -2.41 -3.11
H -0.27 -3.42 -3.70
H -1.56 -4.13 -0.40
*
```

- HOMO energy (Ha) = -0.285
- gap between HOMO and LUMO (eV) = 5.85
- molar mass (g mol⁻¹) = 423.60

Mulliken population analysis, charges in e, atoms 1 to 2: C -1.261; C -0.296

[3]
# C20H40O24PtRbS3

A molecular structure, C20H40O24PtRbS3 in a non-equilibrium geometry (the ωB97M-V functional and the def2-TZVPD basis, OMol25).

The geometry in ORCA input format:
```
! wB97M-V def2-TZVPD RIJCOSX def2/J DEFGRID3
* xyz 1 3
Pt 1.18 1.18 0.97
Rb -4.29 -1.20 -0.29
S -1.16 -0.21 0.53
O -0.12 -0.38 1.52
O -0.41 0.70 -0.31
O -1.59 -1.42 -0.21
O -2.30 0.41 1.16
C 1.60 6.54 2.11
C 1.06 5.21 2.74
O -0.33 5.09 2.45
C -0.70 4.01 1.75
O 0.00 3.10 1.34
O -1.99 4.26 1.48
C -2.76 3.19 0.87
H 1.37 6.72 1.06
H 2.66 6.53 2.39
H 1.14 7.39 2.61
H 1.28 5.12 3.80
H 1.60 4.34 2.37
H -3.14 2.52 1.64
H -2.29 2.79 -0.04
H -3.71 3.61 0.55
C 2.80 -3.54 0.89
C 1.75 -3.19 -0.28
O 2.31 -2.26 -1.28
C 2.68 -1.04 -0.90
O 2.34 -0.44 0.16
O 3.62 -0.53 -1.67
C 4.13 -0.99 -2.83
H 2.45 -4.14 1.73
H 3.52 -2.76 1.12
H 3.44 -4.25 0.37
H 0.85 -2.74 0.13
H 1.43 -4.06 -0.85
H 4.54 -2.00 -2.82
H 5.00 -0.40 -3.11
H 3.40 -0.82 -3.62
C 0.78 3.65 -8.73
C -0.14 3.55 -7.44
O 0.62 2.84 -6.46
C -0.10 2.35 -5.43
O -1.22 2.83 -5.09
O 0.68 1.53 -4.67
C 0.20 1.15 -3.43
H 0.23 3.70 -9.67
H 1.51 2.85 -8.89
H 1.33 4.59 -8.66
H -1.08 3.08 -7.71
H -0.30 4.47 -6.88
H 1.15 1.02 -2.92
H -0.35 0.21 -3.41
H -0.49 1.82 -2.90
C 3.36 -1.79 4.73
C 2.88 -0.56 4.04
O 1.89 0.08 4.83
C 1.03 1.05 4.40
O 1.03 1.54 3.27
O 0.16 1.29 5.45
C -0.83 2.25 5.23
H 3.56 -1.67 5.80
H 4.15 -2.33 4.22
H 2.44 -2.38 4.80
H 2.49 -0.88 3.08
H 3.77 0.07 4.05
H -1.42 1.89 4.39
H -0.55 3.24 4.88
H -1.52 2.37 6.07
C -1.38 -4.12 -2.84
C -1.78 -4.18 -4.36
O -3.17 -4.15 -4.43
S -3.90 -4.59 -3.02
O -4.56 -5.85 -3.32
O -4.71 -3.50 -2.43
O -2.45 -4.84 -2.28
H -1.23 -3.10 -2.49
H -0.51 -4.71 -2.55
H -1.48 -5.18 -4.69
H -1.33 -3.47 -5.06
C -2.91 -2.88 2.80
C -1.80 -2.20 3.68
O -2.02 -2.63 5.02
S -3.37 -3.69 5.15
O -4.62 -3.02 5.58
O -3.00 -4.90 5.88
O -3.46 -3.99 3.48
H -2.48 -3.41 1.95
H -3.76 -2.29 2.45
H -1.91 -1.12 3.71
H -0.79 -2.32 3.29
*
```

- HOMO energy (spin up / spin down) (Ha) = -0.436 / -0.457
- energy relative to the best compared isomer or geometry (same formula, charge and spin) (kcal per mole) = 0.0
- gap between HOMO and LUMO (spin up / spin down) (eV) = 9.28 / 8.50
- molar mass (g mol⁻¹) = 1041.26

Mulliken population analysis, charges in e, atoms 1 to 2: Pt 3.801; Rb 0.958